Molecular formula: C5H26NO10
Method: DFT, ωB97M-V/def2-TZVPD

Summary:
- charge = -1
- ΔE to the lowest compared entry with this formula, charge and spin (kJ/mol) = 86.5
- HOMO (eV) = -5.9

Last columns: bonded neighbours and bond lengths (Å).
Geometry (Å):
1 C 0.476 -1.153 -1.466  O2 1.384, C3 1.552, H9 1.124, H10 1.105
2 O 1.574 -0.763 -2.212  C1 1.384
3 C 0.473 -0.336 -0.146  C1 1.552, C4 1.532, N8 1.473, H11 1.100
4 C -0.596 -0.890 0.801  C3 1.532, C5 1.542, H12 1.099, H13 1.110
5 C -0.658 -0.218 2.188  C4 1.542, C6 1.509, H14 1.078, H15 1.092
6 C -1.111 1.218 2.085  C5 1.509, O7 1.215, H16 1.097
7 O -2.151 1.587 2.593  C6 1.215
8 N 1.817 -0.342 0.455  C3 1.473, H17 1.025, H18 1.028
9 H -0.495 -0.950 -1.996  C1 1.124
10 H 0.567 -2.241 -1.301  C1 1.105
11 H 0.227 0.705 -0.403  C3 1.100
12 H -1.586 -0.828 0.329  C4 1.099
13 H -0.443 -1.982 0.929  C4 1.110
14 H 0.331 -0.231 2.618  C5 1.078
15 H -1.349 -0.772 2.827  C5 1.092
16 H -0.473 1.954 1.581  C6 1.097
17 H 2.466 -0.182 -0.321  N8 1.025
18 H 2.061 -1.270 0.826  N8 1.028
19 H 2.157 1.896 -3.259  O21 0.963
20 H 1.415 0.646 -2.650  O21 1.047
21 O 1.292 1.651 -2.915  H19 0.963, H20 1.047
22 H 3.017 -2.965 -0.674  O24 0.988
23 H 2.320 -3.974 0.256  O24 0.962
24 O 2.932 -3.233 0.273  H22 0.988, H23 0.962
25 H 1.837 1.178 1.381  O27 1.004
26 H 2.658 2.452 1.686  O27 0.965
27 O 1.755 2.116 1.729  H25 1.004, H26 0.965
28 H 2.448 -1.882 -2.349  O30 1.071
29 H 3.968 -2.382 -2.657  O30 0.964
30 O 3.110 -2.724 -2.380  H28 1.071, H29 0.964
31 H -1.258 2.430 -0.898  O33 0.997
32 H -1.882 1.230 -1.657  O33 0.961
33 O -2.050 1.824 -0.920  H31 0.997, H32 0.961
34 H -2.990 -2.397 1.094  O36 0.961
35 H -4.065 -1.321 1.150  O36 0.985
36 O -3.938 -2.296 1.215  H34 0.961, H35 0.985
37 H 0.647 2.693 -1.745  O39 0.998
38 H 0.821 3.012 -0.216  O39 0.967
39 O 0.257 3.199 -0.979  H37 0.998, H38 0.967
40 H -3.537 0.814 0.327  O42 0.969
41 H -3.574 0.743 1.853  O42 0.979
42 O -4.029 0.405 1.055  H40 0.969, H41 0.979

natural (NBO) population analysis, charges in e, atoms 1 to 4: number 1, C, carries -0.0527; number 2, O, carries -0.9210; number 3, C, carries -0.0861; number 4, C, carries -0.4037